C5H11NO in the gas phase at a distorted geometry. Source: the Open Molecules 2025 dataset; level of theory: wB97M-V/def2-TZVPD.

Positions of all 18 atoms, in Å:
1 H -0.3305 3.1064 0.9547
2 N 0.3678 2.6980 0.3309
3 C 0.0095 1.5811 -0.1134
4 C 0.8361 0.5580 -0.8054
5 C 1.2324 -0.4227 0.3116
6 C 0.9635 -1.8784 -0.0435
7 O -1.1474 0.9353 0.7221
8 C -2.1163 0.0562 0.1501
9 H 1.7059 1.0665 -1.2446
10 H 0.2435 0.0785 -1.5875
11 H 2.3075 -0.3030 0.4820
12 H 0.4129 -0.1340 1.1814
13 H 1.4075 -2.5351 0.7106
14 H -0.1100 -2.0842 -0.0373
15 H 1.3689 -2.1590 -1.0233
16 H -1.8474 -0.3032 -0.8478
17 H -3.0824 0.5616 0.0647
18 H -2.2213 -0.8219 0.7947

Calculated values
* DFT total energy: -327.037541 Eh
* energy above the lowest of the compared OMol25 structures with the same formula, charge and spin: 58.9 kcal/mol
* orbital gap: 10.873 eV
* multiplicity: 1
* structure (SMILES): [H]/N=C(/CCC)OC


C5H11NO in the gas phase. Source: the Open Molecules 2025 dataset; level of theory: wB97M-V/def2-TZVPD.

Positions of all 18 atoms, in Å:
1 C -0.9541 -1.4850 -0.4125
2 C -0.5647 -0.0206 -0.5888
3 C -1.4408 0.8806 0.2934
4 N 0.8309 0.2517 -0.2286
5 C 1.5960 -0.6658 0.5986
6 C 1.2231 1.5580 -0.3028
7 O 0.7548 2.4320 -1.0089
8 H -0.7941 -1.7987 0.6256
9 H -2.0293 -1.5668 -0.6032
10 H -0.4206 -2.1679 -1.0887
11 H -0.7100 0.2704 -1.6345
12 H -1.1451 1.9325 0.2232
13 H -2.4792 0.8227 -0.0275
14 H -1.3828 0.5460 1.3364
15 H 1.1481 -0.8148 1.5899
16 H 1.6994 -1.6426 0.1146
17 H 2.6119 -0.2794 0.7260
18 H 2.0564 1.7475 0.3880

Calculated values
* DFT total energy: -327.105051 Eh
* energy above the lowest of the compared OMol25 structures with the same formula, charge and spin: 16.5 kcal/mol
* orbital gap: 10.141 eV
* multiplicity: 1
* structure (SMILES): CC(C)N(C)C=O


C5H11NO in the gas phase at a distorted geometry. Source: the Open Molecules 2025 dataset; level of theory: wB97M-V/def2-TZVPD.

Positions of all 18 atoms, in Å:
1 C -2.0397 0.1045 2.2990
2 C -1.0391 0.5239 1.2912
3 N -0.6077 -0.0886 0.2632
4 C 0.5352 0.3605 -0.4066
5 C 0.2497 0.3597 -1.9254
6 C 1.5044 -0.8429 -0.2433
7 O 2.4162 -0.8889 -1.3566
8 H -1.6429 0.2761 3.2756
9 H -2.1419 -1.0185 2.1206
10 H -2.9377 0.4897 1.9028
11 H -0.6305 1.4331 1.6773
12 H 0.8255 1.4658 -0.0093
13 H -0.8716 0.7008 -1.9805
14 H 0.7737 1.1140 -2.5991
15 H 0.2364 -0.6208 -2.4419
16 H 1.0687 -1.8155 -0.1508
17 H 2.2543 -0.7189 0.5743
18 H 2.0469 -0.8341 -2.2907

Calculated values
* DFT total energy: -327.016741 Eh
* energy above the lowest of the compared OMol25 structures with the same formula, charge and spin: 71.9 kcal/mol
* orbital gap: 10.689 eV
* multiplicity: 1
* structure (SMILES): C/C=N/[C@H](C)CO


C5H11NO in the gas phase. Source: the Open Molecules 2025 dataset; level of theory: wB97M-V/def2-TZVPD.

Positions of all 18 atoms, in Å:
1 C -0.9252 -1.2348 -0.8330
2 C -0.6790 0.1986 -0.3580
3 C -1.5418 0.5594 0.8526
4 N 0.7454 0.4273 -0.0960
5 C 1.3970 -0.1742 1.0524
6 C 1.5210 0.8983 -1.1124
7 O 1.1267 1.2299 -2.2153
8 H -0.6294 -1.9617 -0.0656
9 H -1.9874 -1.3967 -1.0530
10 H -0.3438 -1.4379 -1.7384
11 H -0.9134 0.8827 -1.1807
12 H -1.2623 1.5410 1.2513
13 H -2.5956 0.5925 0.5532
14 H -1.4551 -0.1817 1.6581
15 H 0.7391 -0.1412 1.9231
16 H 1.6871 -1.2254 0.8902
17 H 2.2867 0.4089 1.3022
18 H 2.5879 0.9597 -0.8194

Calculated values
* DFT total energy: -327.113704 Eh
* energy above the lowest of the compared OMol25 structures with the same formula, charge and spin: 11.1 kcal/mol
* orbital gap: 10.182 eV
* multiplicity: 1
* structure (SMILES): CC(C)N(C)C=O


C5H11NO in the gas phase at a distorted geometry. Source: the Open Molecules 2025 dataset; level of theory: wB97M-V/def2-TZVPD.

Positions of all 18 atoms, in Å:
1 C 2.1827 0.2271 -1.1763
2 C 0.9535 -0.1110 -0.3355
3 N 0.7546 -1.5884 -0.2793
4 C -0.3197 0.5088 -0.9401
5 C -1.5998 0.0893 -0.2067
6 C -1.5954 0.2007 1.2949
7 O -0.8248 0.8631 1.9476
8 H 2.0075 0.0838 -2.2417
9 H 2.4896 1.2302 -0.8952
10 H 3.0089 -0.4295 -0.8905
11 H 1.1056 0.2766 0.6658
12 H 1.6330 -2.0256 -0.5249
13 H 0.5268 -1.8596 0.6690
14 H -0.3712 0.0172 -1.9119
15 H -0.1801 1.5888 -0.9851
16 H -1.8294 -0.9360 -0.4746
17 H -2.3908 0.7933 -0.4889
18 H -2.2314 -0.5183 1.8428

Calculated values
* DFT total energy: -327.085834 Eh
* energy above the lowest of the compared OMol25 structures with the same formula, charge and spin: 28.6 kcal/mol
* orbital gap: 10.348 eV
* multiplicity: 1
* structure (SMILES): C[C@H](N)CCC=O


3 unconnected molecules or ions with the total composition C5H11NO at a distorted geometry. Source: the Open Molecules 2025 dataset; level of theory: wB97M-V/def2-TZVPD.

Positions of all 18 atoms, in Å:
1 C 2.2360 0.0160 0.9189
2 C 1.0397 -0.6659 1.5681
3 N 0.0910 -1.1875 0.5720
4 C -1.7989 -0.8633 -0.8598
5 C -1.1034 -0.5677 0.2501
6 C -0.6252 1.8433 -0.0381
7 O -0.4181 2.0088 1.0476
8 H 3.0019 0.0727 1.6966
9 H 2.5414 -0.5082 0.0115
10 H 1.9693 1.0434 0.6701
11 H 1.3118 -1.5127 2.2154
12 H 0.5235 -0.0141 2.2790
13 H 0.5435 -1.6240 -0.2197
14 H -1.8692 1.7727 -3.9172
15 H -2.8610 -0.7107 -0.9117
16 H -1.4324 -1.2140 -1.8150
17 H -1.6149 -0.0070 1.0135
18 H -1.5350 2.1180 -4.4812

Calculated values
* DFT total energy: -327.004682 Eh
* energy above the lowest of the compared OMol25 structures with the same formula, charge and spin: 79.5 kcal/mol
* orbital gap: 8.877 eV
* multiplicity: 1


C5H11NO in the gas phase at a distorted geometry. Source: the Open Molecules 2025 dataset; level of theory: wB97M-V/def2-TZVPD.

Positions of all 18 atoms, in Å:
1 C -1.1047 -1.2303 -0.9064
2 C -0.5013 0.1373 -0.5495
3 C -1.2292 0.6988 0.9065
4 N 0.9437 0.0898 -0.4089
5 C 1.2520 -0.5856 0.8254
6 C 1.6967 1.1760 -0.7954
7 O 1.3947 1.9771 -1.6547
8 H -1.0082 -1.9108 -0.0562
9 H -2.1696 -1.0826 -1.1063
10 H -0.6774 -1.7348 -1.7880
11 H -0.6639 0.8270 -1.3999
12 H -1.1038 1.7828 0.9735
13 H -2.2770 0.4336 0.8029
14 H -1.0442 0.3945 1.9795
15 H 1.1530 -1.6706 0.7337
16 H 2.2426 -0.3203 1.1921
17 H 0.4502 -0.2341 1.4786
18 H 2.6463 1.2522 -0.2270

Calculated values
* DFT total energy: -327.066891 Eh
* energy above the lowest of the compared OMol25 structures with the same formula, charge and spin: 40.4 kcal/mol
* orbital gap: 10.295 eV
* multiplicity: 1
* structure (SMILES): CC(C)N(C)C=O


2 unconnected molecules or ions with the total composition C5H11NO at a distorted geometry. Source: the Open Molecules 2025 dataset; level of theory: wB97M-V/def2-TZVPD.

Positions of all 18 atoms, in Å:
1 C -2.3003 1.4099 -0.4111
2 C -1.4008 0.5192 -0.0542
3 C 0.0449 0.4325 -0.3362
4 N 0.4051 0.6418 -1.6525
5 C 0.8962 0.1121 0.6453
6 C 2.3870 0.0578 0.5732
7 H -2.0666 2.2510 -1.0465
8 H -3.3576 1.2974 -0.2128
9 H -1.6943 -0.2936 0.6078
10 H 1.3733 0.8099 -1.8980
11 H -0.2341 1.1343 -2.2556
12 H 0.4832 0.0450 1.6333
13 H 2.7361 -0.3313 -0.3998
14 H 2.8804 1.0155 0.7572
15 H 2.7632 -0.6540 1.2954
16 O -1.2308 -2.6152 1.1481
17 H -1.2418 -3.5529 0.9311
18 H -0.4430 -2.2794 0.6754

Calculated values
* DFT total energy: -327.064252 Eh
* energy above the lowest of the compared OMol25 structures with the same formula, charge and spin: 42.1 kcal/mol
* orbital gap: 8.781 eV
* multiplicity: 1
* structure (SMILES): C=C/C(N)=C/C.O


C5H11NO in the gas phase. Source: the Open Molecules 2025 dataset; level of theory: wB97M-V/def2-TZVPD.

Positions of all 18 atoms, in Å:
1 C 2.2838 -0.3870 -1.1943
2 C 1.4251 -0.8488 -0.0388
3 C 1.1224 0.2436 0.9148
4 N 0.0994 -0.0854 -0.1072
5 C -1.1621 -0.7539 0.2241
6 C -2.2972 0.2488 0.3594
7 O -2.1002 1.1542 1.4233
8 H 2.0528 -0.9379 -2.1140
9 H 3.3351 -0.5870 -0.9596
10 H 2.2121 0.7015 -1.4295
11 H 0.0046 0.6391 -0.8229
12 H 1.4981 1.2699 0.7891
13 H 0.8145 0.0222 1.9381
14 H -1.3716 -1.4898 -0.5594
15 H -1.0017 -1.2910 1.1613
16 H -2.4421 0.7772 -0.5991
17 H -3.2278 -0.2841 0.5747
18 H -1.3135 1.6797 1.2298

Calculated values
* DFT total energy: -326.974022 Eh
* energy above the lowest of the compared OMol25 structures with the same formula, charge and spin: 98.7 kcal/mol
* orbital gap: 7.916 eV
* multiplicity: 1


C5H11NO in the gas phase. Source: the Open Molecules 2025 dataset; level of theory: wB97M-V/def2-TZVPD.

Positions of all 18 atoms, in Å:
1 C 0.2725 0.2220 -2.1699
2 C -0.5642 0.2275 -0.9151
3 C -1.5007 -0.8706 -0.5782
4 N -0.2076 -0.7737 0.0777
5 C -0.1875 -0.3674 1.4798
6 C 0.8891 0.6832 1.7057
7 O 2.1713 0.2159 1.3559
8 H 1.2228 0.7429 -2.0013
9 H -0.2431 0.7126 -3.0020
10 H 0.5003 -0.8094 -2.4579
11 H -0.8451 1.2140 -0.5388
12 H -1.6470 -1.7070 -1.2589
13 H -2.3805 -0.6017 0.0096
14 H -1.1617 0.0240 1.8200
15 H 0.0464 -1.2564 2.0770
16 H 0.6314 1.5950 1.1405
17 H 0.9229 0.9573 2.7649
18 H 2.0806 -0.2083 0.4911

Calculated values
* DFT total energy: -327.056316 Eh
* energy above the lowest of the compared OMol25 structures with the same formula, charge and spin: 47.1 kcal/mol
* orbital gap: 10.500 eV
* multiplicity: 1
* structure (SMILES): C[C@H]1CN1CCO


A molecular structure, C5H11NO at a distorted geometry. Source: the Open Molecules 2025 dataset; level of theory: wB97M-V/def2-TZVPD.

Positions of all 18 atoms, in Å:
1 C 0.7068 0.0576 0.0456
2 C 1.6631 -0.1139 -1.1103
3 C -1.6588 0.0297 1.0542
4 C -0.7414 -0.1531 -0.1271
5 N 1.0725 1.0056 0.9828
6 C -1.2432 -0.0521 -1.3864
7 O 0.4381 -1.6348 0.6219
8 H 0.2286 -1.6396 1.5646
9 H 2.0562 1.2248 1.0516
10 H 0.4299 1.7569 1.1852
11 H 2.6223 -0.4408 -0.7079
12 H 1.7857 0.8200 -1.6600
13 H 1.3240 -0.8989 -1.7770
14 H -1.1486 0.1848 2.0050
15 H -2.2404 -0.8823 1.1850
16 H -2.3390 0.8680 0.8974
17 H -2.3115 -0.0456 -1.5449
18 H -0.6441 -0.0862 -2.2796

Calculated values
* DFT total energy: -327.022206 Eh
* energy above the lowest of the compared OMol25 structures with the same formula, charge and spin: 68.5 kcal/mol
* orbital gap: 8.854 eV
* multiplicity: 1


A molecular structure, C5H11NO. Source: the Open Molecules 2025 dataset; level of theory: wB97M-V/def2-TZVPD.

Positions of all 18 atoms, in Å:
1 C -0.8426 -0.8245 -2.0987
2 C 0.0376 0.1477 -1.3552
3 C -0.4137 1.5138 -0.9915
4 N -0.3775 0.4644 0.0047
5 C 0.6409 0.5596 1.0282
6 C 1.0425 -0.6729 1.6015
7 O -0.0785 -0.5651 3.0190
8 H -0.6465 -1.8518 -1.7680
9 H -0.6789 -0.7767 -3.1806
10 H -1.8954 -0.6040 -1.8946
11 H 1.1136 0.0320 -1.5084
12 H -1.3986 1.8700 -1.2912
13 H 0.3501 2.2914 -0.9316
14 H 1.3949 1.3457 0.9276
15 H -0.0408 0.4294 2.3553
16 H 0.7098 -1.6263 1.1909
17 H 1.9789 -0.7156 2.1491
18 H -0.8958 -1.0172 2.7434

Calculated values
* DFT total energy: -326.939905 Eh
* energy above the lowest of the compared OMol25 structures with the same formula, charge and spin: 120.1 kcal/mol
* orbital gap: 8.711 eV
* multiplicity: 1


C5H11NO in the gas phase at a distorted geometry. Source: the Open Molecules 2025 dataset; level of theory: wB97M-V/def2-TZVPD.

Positions of all 18 atoms, in Å:
1 C 1.8545 -1.0000 -1.2872
2 C 0.9618 0.0174 -1.0954
3 N 1.2044 1.3989 -1.2705
4 C -0.4499 -0.2495 -0.7291
5 C -1.2300 0.7586 0.2894
6 C -0.8038 0.1974 1.7224
7 O -1.3776 -1.2055 2.0231
8 H 1.5684 -1.9555 -0.8049
9 H 2.7676 -0.8007 -1.8807
10 H 0.3756 2.0258 -1.4955
11 H 2.1356 1.6271 -0.9065
12 H -0.7123 -1.3329 -0.6204
13 H -0.9151 0.2054 -1.6344
14 H -2.2844 0.7885 0.1008
15 H -0.7709 1.7337 0.0131
16 H 0.2592 0.0756 1.9609
17 H -1.2447 0.8181 2.5292
18 H -0.5844 -1.6768 2.0466

Calculated values
* DFT total energy: -327.017731 Eh
* energy above the lowest of the compared OMol25 structures with the same formula, charge and spin: 71.3 kcal/mol
* orbital gap: 9.114 eV
* multiplicity: 1
* structure (SMILES): C=C(N)CCCO


C5H11NO in the gas phase at a distorted geometry. Source: the Open Molecules 2025 dataset; level of theory: wB97M-V/def2-TZVPD.

Positions of all 18 atoms, in Å:
1 C 0.4029 0.7010 1.7695
2 C -0.2438 -0.0361 0.6132
3 C -1.5241 0.5558 0.0159
4 C 0.7058 -0.5030 -0.4820
5 N 1.0403 0.4606 -1.5179
6 C 0.3448 -1.7989 -1.1833
7 O -0.5161 -2.5607 -0.8612
8 H 1.2043 1.3579 1.4068
9 H -0.2394 1.3927 2.3199
10 H 0.7593 -0.0140 2.5036
11 H -0.5434 -1.0022 1.0552
12 H -1.5612 1.2877 -0.7893
13 H -2.0268 1.1069 0.8243
14 H -2.2359 -0.2249 -0.2590
15 H 1.6895 -0.8270 -0.0864
16 H 1.4745 1.2816 -1.1304
17 H 0.3027 0.7896 -2.1192
18 H 0.9667 -1.9671 -2.0797

Calculated values
* DFT total energy: -327.077727 Eh
* energy above the lowest of the compared OMol25 structures with the same formula, charge and spin: 33.6 kcal/mol
* orbital gap: 10.461 eV
* multiplicity: 1
* structure (SMILES): CC(C)[C@H](N)C=O


HOMO: -0.3633, -0.3397, -0.3544, -0.3421, -0.3420, -0.2858, -0.3453, -0.2898, -0.2658, -0.3448, -0.2950, -0.2813, -0.3023, -0.3532 (Ha)